(1)
{"formula": "C3H5N3", "method": "ωB97M-V/def2-TZVPD", "homo_ev": -8.137, "total_energy_ev": -7656.5884, "total_charge": 0, "lumo_ha": 0.030, "homo_lumo_gap_ev": 8.949, "elements": ["N", "C", "C", "C", "N", "N", "H", "H", "H", "H", "H"], "coordinates": [[-1.945, -0.173, 0.397], [-0.774, -0.756, 0.093], [0.251, -1.428, -0.031], [1.910, -0.031, -0.024], [1.370, 1.052, -0.135], [0.227, 1.580, -0.152], [-2.754, -0.773, 0.462], [-2.098, 0.747, 0.017], [0.787, -2.285, -0.383], [2.786, -0.315, 0.542], [0.240, 2.383, -0.786]], "forces_ev_per_angstrom": [[0.0, -0.1, -0.1], [0.3, -0.2, 0.0], [-0.5, 0.2, 0.0], [-0.1, 0.7, 0.0], [0.1, -0.6, 0.0], [0.2, 0.0, -0.1], [0.1, 0.0, 0.0], [0.0, -0.1, 0.1], [0.0, 0.2, 0.1], [-0.1, 0.0, -0.1], [0.0, 0.0, 0.1]], "nbo_charge": [-0.824, 0.236, -0.439, 0.044, -0.090, -0.530, 0.388, 0.408, 0.251, 0.218, 0.339]}

***

(2)
{"formula": "C10H17N2", "method": "ωB97M-V/def2-TZVPD", "homo_ev": [-13.156, -12.985], "total_energy_ev": -13614.3512, "total_charge": 1, "lumo_ha": [-0.159, -0.166], "homo_lumo_gap_ev": [8.835, 8.458], "elements": ["C", "C", "C", "C", "C", "C", "C", "C", "C", "C", "N", "N", "H", "H", "H", "H", "H", "H", "H", "H", "H", "H", "H", "H", "H", "H", "H", "H", "H"], "coordinates": [[-3.033, -1.480, 0.233], [-1.730, -1.271, 0.059], [-3.871, -0.340, 0.204], [-3.357, 0.845, -0.291], [-1.267, -0.065, -0.264], [2.441, -1.495, -0.571], [3.174, 0.712, -0.094], [1.790, -0.541, 1.593], [-1.557, 2.267, -0.567], [1.971, -0.295, 0.084], [-2.051, 0.992, -0.408], [0.952, 0.466, -0.463], [-3.527, -2.394, 0.431], [-1.015, -2.073, 0.235], [-4.885, -0.539, 0.318], [-3.949, 1.762, -0.138], [1.716, -2.281, -0.617], [2.606, -1.381, -1.689], [3.401, -1.990, -0.151], [3.010, 1.730, -0.055], [3.477, 0.444, -1.064], [3.817, 0.592, 0.746], [2.422, -1.344, 1.819], [2.221, 0.351, 2.133], [0.767, -0.631, 1.862], [-1.955, 2.902, 0.150], [-0.461, 2.201, -0.614], [-1.825, 2.721, -1.483], [0.720, 0.134, -1.396]], "forces_ev_per_angstrom": [[-3.0, 1.8, 0.4], [2.3, -2.6, 0.3], [1.7, -0.9, -2.1], [-2.7, -0.1, 2.9], [4.0, 1.9, -0.2], [1.6, -3.2, -2.8], [-0.7, -1.1, 0.3], [0.9, 2.9, -0.2], [3.1, 1.8, -1.5], [1.0, 1.1, 2.6], [-0.2, -2.4, -0.2], [-3.9, 0.5, -0.7], [0.1, -1.0, 0.4], [-0.1, 0.1, -0.3], [-1.7, 0.4, 0.4], [0.3, -0.4, -0.9], [-0.8, -0.7, 0.6], [0.2, 0.4, 1.2], [-1.6, 1.2, -0.5], [-1.2, 2.2, -0.1], [1.5, 0.1, -0.9], [1.1, -0.9, 0.1], [0.5, -1.4, 0.8], [-0.8, -0.9, -0.3], [-0.8, -0.5, 0.3], [-0.2, 1.1, 1.7], [-0.4, 0.4, 0.6], [-0.6, 0.1, -1.3], [0.4, 0.2, -0.6]], "nbo_charge": [-0.084, -0.312, -0.207, 0.072, 0.358, -0.644, -0.548, -0.584, -0.431, 0.010, -0.320, -0.421, 0.246, 0.254, 0.245, 0.241, 0.220, 0.218, 0.252, 0.230, 0.217, 0.236, 0.226, 0.221, 0.215, 0.227, 0.272, 0.232, 0.360]}

***

(3)
{"formula": "C10H28BF4HfN2O2Si2Te", "method": "ωB97M-V/def2-TZVPD", "homo_ev": -18.256, "total_energy_ev": -53781.8177, "total_charge": 3, "lumo_ha": -0.415, "homo_lumo_gap_ev": 6.972, "elements": ["Hf", "C", "O", "C", "O", "N", "N", "H", "H", "H", "H", "H", "H", "C", "Si", "C", "C", "C", "Te", "C", "Si", "C", "C", "C", "H", "H", "H", "H", "H", "H", "H", "H", "H", "H", "H", "H", "H", "H", "H", "H", "H", "H", "H", "H", "H", "H", "F", "B", "F", "F", "F"], "coordinates": [[1.276, 1.212, 0.419], [3.319, 1.216, 4.660], [4.046, 1.336, 3.364], [3.516, 1.045, 2.259], [2.293, 0.640, 2.092], [4.283, 1.146, 1.175], [3.688, 0.880, -0.081], [4.108, 1.092, 5.391], [2.667, 0.350, 4.626], [2.783, 2.146, 4.813], [5.253, 1.438, 1.243], [4.097, 0.011, -0.433], [3.956, 1.639, -0.713], [-0.599, -2.483, -4.418], [-0.888, -3.259, -2.770], [-2.603, -2.941, -2.147], [-0.409, -5.024, -2.648], [0.313, -2.307, -1.583], [-0.338, -0.275, -1.347], [-1.338, -0.476, 0.565], [-2.115, 1.153, 1.200], [-2.823, 2.052, -0.233], [-3.294, 0.787, 2.541], [-0.581, 2.063, 1.969], [-1.333, -2.840, -5.145], [0.390, -2.740, -4.804], [-0.686, -1.392, -4.401], [-3.311, -3.445, -2.811], [-2.896, -1.885, -2.148], [-2.756, -3.357, -1.147], [-1.028, -5.598, -3.344], [-0.582, -5.424, -1.647], [0.634, -5.198, -2.920], [1.315, -2.261, -2.016], [0.372, -2.712, -0.571], [-0.650, -0.945, 1.281], [-2.115, -1.216, 0.347], [-3.595, 1.417, -0.679], [-2.118, 2.311, -1.023], [-3.321, 2.970, 0.090], [-4.089, 0.139, 2.161], [-3.763, 1.705, 2.905], [-2.826, 0.286, 3.392], [-0.030, 2.819, 1.385], [0.063, 1.391, 2.558], [-1.013, 2.709, 2.742], [0.304, 2.915, -1.149], [0.128, 4.291, -1.173], [2.134, 2.890, 0.511], [0.122, 4.859, -2.327], [0.043, 4.868, -0.009]], "forces_ev_per_angstrom": [[0.3, 1.5, 1.4], [0.1, 0.0, -0.1], [-0.1, -0.1, 0.2], [-0.2, -0.3, 0.0], [0.1, -0.1, 0.0], [0.0, 0.0, -0.1], [-0.1, -0.1, 0.1], [0.0, 0.0, 0.0], [0.0, 0.0, 0.0], [0.0, 0.0, 0.0], [0.0, 0.0, 0.0], [-0.1, 0.0, -0.2], [0.0, -0.1, 0.0], [0.1, 0.1, -0.2], [-0.1, 0.2, 0.0], [-0.2, 0.0, 0.1], [0.1, -0.3, 0.0], [0.2, 0.0, 0.2], [-0.3, -0.6, -0.9], [0.2, 0.1, 0.0], [0.2, -0.4, -0.1], [-0.2, 0.3, -0.1], [-0.1, 0.0, 0.3], [0.0, -0.3, -0.5], [0.0, 0.0, 0.0], [0.0, 0.0, 0.0], [0.0, 0.0, 0.0], [0.0, 0.0, 0.0], [0.0, 0.0, 0.0], [0.0, 0.0, 0.0], [0.0, 0.0, 0.0], [0.0, 0.0, 0.0], [0.0, 0.0, 0.0], [0.0, 0.0, 0.1], [0.0, 0.0, 0.0], [-0.1, -0.1, 0.0], [0.0, 0.0, 0.0], [0.0, 0.1, 0.0], [0.0, 0.0, 0.0], [0.0, 0.0, 0.0], [0.0, 0.0, 0.0], [0.0, 0.0, 0.0], [-0.1, 0.0, 0.0], [0.1, 0.3, 0.1], [0.1, 0.1, 0.1], [0.1, 0.0, 0.0], [-0.1, -0.4, 0.1], [0.3, 0.3, -0.1], [0.1, 0.0, -0.2], [-0.1, -0.1, 0.1], [-0.2, -0.1, -0.1]], "nbo_charge": [2.366, -0.252, -0.395, 0.948, -0.818, -0.414, -0.684, 0.262, 0.215, 0.228, 0.465, 0.434, 0.437, -1.141, 1.647, -1.148, -1.132, -1.021, 0.612, -1.141, 1.658, -1.158, -1.141, -1.235, 0.285, 0.262, 0.231, 0.291, 0.224, 0.249, 0.283, 0.260, 0.264, 0.257, 0.250, 0.247, 0.313, 0.289, 0.237, 0.293, 0.288, 0.288, 0.272, 0.255, 0.269, 0.373, -0.539, 1.509, -0.654, -0.428, -0.457]}

***

(4)
{"formula": "C25H28Br2N3O4Pt", "method": "ωB97M-V/def2-TZVPD", "homo_ev": -15.920, "total_energy_ev": -182339.2552, "total_charge": 3, "lumo_ha": -0.435, "homo_lumo_gap_ev": 4.091, "elements": ["Pt", "O", "C", "C", "C", "C", "C", "C", "C", "O", "N", "N", "C", "C", "Br", "C", "C", "C", "C", "C", "C", "C", "H", "H", "H", "H", "H", "H", "H", "H", "H", "H", "H", "H", "H", "H", "C", "O", "C", "C", "O", "C", "H", "H", "H", "H", "H", "H", "H", "H", "H", "H", "Br", "C", "C", "C", "C", "C", "N", "H", "H", "H", "H"], "coordinates": [[0.411, -1.279, -0.837], [-4.287, 0.722, 1.289], [-4.486, 0.826, -0.088], [-5.517, 1.543, -0.657], [-5.655, 1.569, -2.038], [-4.740, 0.908, -2.847], [-3.706, 0.202, -2.273], [-3.572, 0.176, -0.890], [-2.486, -0.683, -0.244], [-1.602, -1.233, -1.092], [-1.929, -0.003, 0.903], [-0.771, -0.195, 1.180], [-0.199, 0.438, 2.260], [1.041, 0.084, 2.651], [1.814, -1.410, 1.762], [1.894, 0.672, 3.660], [1.743, 1.715, 4.545], [2.976, 2.191, 5.120], [2.984, 3.278, 5.947], [1.770, 3.883, 6.291], [0.536, 3.399, 5.800], [0.513, 2.348, 4.938], [-5.015, 1.110, 1.777], [-6.228, 2.057, -0.012], [-6.486, 2.105, -2.481], [-4.842, 0.942, -3.925], [-2.998, -0.341, -2.885], [-3.082, -1.478, 0.276], [-2.587, 0.548, 1.503], [-0.740, 1.212, 2.795], [2.884, 0.225, 3.700], [3.909, 1.699, 4.859], [3.914, 3.666, 6.339], [1.777, 4.731, 6.970], [-0.393, 3.855, 6.121], [-0.441, 1.959, 4.618], [-0.659, -4.183, -1.861], [0.462, -3.585, -1.168], [1.728, -4.061, -1.599], [2.769, -3.207, -0.947], [2.484, -1.818, -1.221], [3.637, -0.954, -1.087], [-0.681, -5.251, -1.668], [-0.578, -4.013, -2.936], [-1.559, -3.722, -1.483], [1.785, -4.016, -2.688], [1.882, -5.096, -1.297], [3.744, -3.481, -1.338], [2.784, -3.368, 0.134], [4.366, -1.209, -1.853], [4.100, -1.055, -0.107], [3.303, 0.068, -1.235], [-0.205, 2.111, -1.342], [0.652, 1.187, -2.742], [1.095, 1.911, -3.828], [1.723, 1.229, -4.862], [1.841, -0.149, -4.796], [1.358, -0.802, -3.685], [0.796, -0.146, -2.646], [0.949, 2.982, -3.864], [2.107, 1.776, -5.717], [2.298, -0.715, -5.599], [1.414, -1.875, -3.598]], "forces_ev_per_angstrom": [[0.0, -0.1, -2.5], [0.0, 0.1, -0.2], [-0.1, 0.2, 0.0], [-0.4, 0.1, 0.3], [0.0, 0.1, 0.0], [-0.3, 0.2, -0.2], [0.3, -0.1, 0.1], [0.6, -0.1, -0.2], [-1.5, -0.8, -0.6], [1.3, 0.4, 0.4], [-0.9, 0.5, 0.3], [2.1, -0.4, 0.3], [0.1, 0.5, 0.9], [-0.2, -0.9, -0.5], [0.2, 0.3, 0.9], [0.3, 0.3, 0.3], [-0.2, -0.2, 0.0], [0.1, -0.1, 0.1], [0.0, 0.2, 0.1], [0.0, 0.0, 0.0], [-0.1, 0.1, 0.1], [0.0, 0.0, -0.1], [-0.3, 0.1, 0.1], [0.0, 0.0, -0.2], [0.1, 0.0, 0.0], [0.0, 0.0, 0.1], [0.0, 0.0, 0.1], [0.2, 0.0, 0.1], [-0.3, -0.1, -0.3], [-0.1, 0.1, -0.3], [0.0, 0.0, -0.3], [-0.1, 0.0, 0.0], [0.0, 0.0, 0.0], [0.0, -0.1, -0.1], [0.1, 0.0, 0.0], [0.0, 0.0, 0.0], [0.3, -0.1, 0.0], [-0.6, -0.5, 0.2], [-0.2, 0.1, -0.1], [0.1, -0.2, 0.1], [-0.1, 0.2, 0.3], [0.0, 0.1, -0.1], [0.0, -0.1, 0.1], [0.1, 0.1, 0.0], [-0.1, 0.1, 0.1], [0.1, 0.1, -0.1], [0.0, -0.2, 0.0], [0.2, 0.2, -0.1], [0.0, 0.0, 0.0], [0.0, -0.1, -0.1], [-0.1, -0.1, 0.1], [-0.1, 0.0, 0.0], [0.1, 0.0, 0.0], [-0.1, -0.4, 0.1], [0.1, 0.1, -0.2], [0.0, 0.2, 0.0], [0.0, -0.1, -0.1], [-0.2, 0.1, 0.2], [-0.3, 0.3, 0.4], [0.0, 0.0, 0.0], [-0.1, 0.0, 0.1], [-0.1, 0.0, 0.1], [0.0, 0.0, 0.0]], "nbo_charge": [1.139, -0.750, 0.347, -0.282, -0.144, -0.204, -0.163, -0.169, 0.218, -0.724, -0.090, -0.090, -0.047, -0.071, 0.187, 0.034, -0.133, -0.009, -0.241, 0.051, -0.233, -0.029, 0.524, 0.237, 0.249, 0.244, 0.238, 0.239, 0.451, 0.226, 0.253, 0.247, 0.275, 0.266, 0.267, 0.211, -0.252, -0.598, -0.093, -0.089, -0.572, -0.254, 0.210, 0.190, 0.219, 0.194, 0.228, 0.237, 0.189, 0.221, 0.199, 0.213, 0.116, 0.158, -0.258, -0.090, -0.225, 0.057, -0.540, 0.269, 0.263, 0.264, 0.220]}